[1]
The following is a DFT calculation (wB97M-V/def2-TZVPD) of 10 unconnected molecules or ions with the total composition C45H120N9O15.

The geometry in XYZ format:
```
189
C45H120N9O15 wB97M-V/def2-TZVPD
N 0.24810 -2.51133 0.35816
H 1.13288 -2.86922 0.68859
H 0.07803 -2.68505 -0.62215
H 0.26305 -1.53859 0.62952
H -0.48565 -2.93585 0.90725
N 0.00453 0.05811 3.92190
H 0.84619 0.04981 4.48014
H -0.25297 -0.89630 3.71477
H 0.20180 0.38333 2.98626
H -0.85047 0.46825 4.26958
C 2.35239 -0.20217 -0.25814
C 1.60425 0.76953 0.60483
C 1.12265 1.98719 -0.21964
O 0.53765 0.05609 1.19840
H 3.33909 0.16723 -0.53754
H 1.87413 -0.53544 -1.17917
H 2.51657 -1.10096 0.33628
H 2.29861 1.15263 1.35262
H 0.52883 2.65768 0.40159
H 0.54764 1.70607 -1.10194
H 1.97859 2.55608 -0.58273
C 5.34187 2.24734 1.52956
O 6.10653 3.01190 2.51685
C 5.54571 4.35972 2.70532
C 4.54922 4.32337 3.93062
N 3.32143 3.51679 3.74524
C 2.39713 3.91915 2.67115
C 0.91024 3.73507 3.04053
O 0.76779 4.19557 4.39103
C -0.56610 3.99189 4.88574
H 4.43941 1.81727 1.96397
H 5.88077 1.44018 1.03340
H 4.95091 2.89396 0.74399
H 5.00173 4.73133 1.83692
H 6.34098 5.04808 2.99131
H 4.34769 5.33952 4.26966
H 5.03998 4.02713 4.85772
H 2.76311 3.63464 4.57860
H 2.71513 3.29317 1.83740
H 2.53310 4.94604 2.33186
H 0.62244 2.69244 2.90561
H 0.27381 4.33333 2.38850
H -0.77033 2.95221 5.14160
H -1.21154 4.42471 4.12142
H -0.64879 4.59351 5.79090
C -8.55204 -3.01380 -2.08357
O -7.77059 -1.93627 -2.67013
C -7.92339 -1.72075 -4.07170
C -7.06339 -0.49299 -4.45928
N -5.65763 -0.63556 -4.00022
C -4.93337 0.66277 -3.98495
C -3.41801 0.35544 -3.58912
O -3.26627 -0.21183 -2.31724
C -1.99316 -0.18006 -1.64599
H -8.27625 -3.29911 -1.06837
H -8.40382 -3.90032 -2.70019
H -9.57721 -2.66251 -1.96642
H -8.96429 -1.70182 -4.39459
H -7.57398 -2.62585 -4.56850
H -7.51276 0.39636 -4.01744
H -7.12930 -0.37048 -5.54037
H -5.50283 -1.08147 -3.10730
H -5.26347 1.25568 -3.13196
H -4.95972 1.28918 -4.87658
H -2.76906 1.22858 -3.65697
H -2.96255 -0.34457 -4.28958
H -1.71507 0.85743 -1.46057
H -1.21130 -0.59744 -2.28048
H -2.02323 -0.73221 -0.70666
C -9.49350 -1.87952 2.27719
O -8.16281 -1.39658 2.56212
C -7.92826 -0.04195 2.21194
C -6.54972 0.46979 2.62458
N -5.47226 -0.15132 1.94904
C -5.32784 0.29890 0.55353
C -4.73843 1.69581 0.40752
O -3.81779 1.95415 1.51594
C -2.51351 1.55187 1.19135
H -9.56429 -2.96540 2.21440
H -9.83759 -1.42907 1.34617
H -10.12429 -1.55322 3.10407
H -8.65882 0.53555 2.77841
H -8.09626 0.11319 1.14619
H -6.35111 0.21306 3.66513
H -6.43051 1.55128 2.55942
H -4.84958 0.57617 2.27019
H -6.09883 0.08746 -0.18739
H -4.53878 -0.30538 0.10596
H -5.62030 2.33562 0.43971
H -4.33546 1.87152 -0.58990
H -2.18012 2.05851 0.28566
H -2.30446 0.48595 1.10062
H -1.86503 1.90003 1.99531
C 2.58443 4.36999 7.17513
O 2.75882 3.14712 6.49616
C 2.19518 2.03990 7.11178
C 3.01858 0.86214 6.63768
N 2.77402 0.57769 5.17776
C 3.61521 -0.59956 4.78404
C 3.28424 -1.08234 3.33889
O 4.18073 -2.15725 2.94597
C 5.27026 -1.73537 2.11161
H 3.26973 4.43341 8.02038
H 1.55443 4.52753 7.49510
H 2.82779 5.20210 6.51449
H 1.15203 1.93989 6.81188
H 2.17232 2.17379 8.19329
H 2.65409 -0.01568 7.17125
H 4.05811 1.08122 6.88153
H 3.17731 1.36159 4.68485
H 3.42102 -1.41497 5.48082
H 4.68194 -0.38607 4.85197
H 3.27793 -0.25083 2.63415
H 2.30495 -1.56098 3.33655
H 5.94322 -2.55625 1.86387
H 5.88834 -1.04376 2.68412
H 5.09542 -1.29866 1.12834
C -0.24454 -7.70222 -1.13446
O -0.56146 -6.42268 -1.75095
C -1.10166 -5.51217 -0.86244
C -1.56569 -4.25998 -1.63975
N -0.51296 -3.35853 -2.13334
C 0.44119 -4.04255 -3.09466
C 1.03526 -2.87309 -3.99371
O -0.06596 -2.25770 -4.61903
C 0.23648 -1.12256 -5.36204
H 0.05668 -8.31002 -1.98766
H -1.07953 -8.04872 -0.52549
H 0.65705 -7.58046 -0.53412
H -0.32415 -5.32592 -0.12157
H -2.00094 -5.88432 -0.37163
H -2.27779 -3.67306 -1.05966
H -2.04555 -4.60744 -2.55468
H -0.98258 -2.64467 -2.67184
H 0.00317 -4.84393 -3.68965
H 1.27237 -4.46296 -2.52855
H 1.72029 -3.39247 -4.66385
H 1.68863 -2.20188 -3.43631
H 0.60347 -0.33459 -4.70437
H -0.57467 -0.73352 -5.97749
H 1.05279 -1.36283 -6.04323
C 2.91354 1.98615 -3.53070
O 2.62738 3.22230 -4.17928
C 3.65605 3.81977 -4.90786
C 3.35690 5.29764 -5.37656
N 2.07542 5.28659 -6.15732
C 1.87737 6.56890 -6.75525
C 0.64588 6.54024 -7.68493
O -0.48497 6.84809 -6.94418
C -1.72935 6.63298 -7.68120
H 3.59245 2.09275 -2.68465
H 3.47648 1.34473 -4.20878
H 1.99487 1.44657 -3.30050
H 3.82579 3.23230 -5.81017
H 4.59039 3.81231 -4.34656
H 4.23736 5.74542 -5.83740
H 3.28142 5.89070 -4.46514
H 1.27540 5.07219 -5.57930
H 2.76273 6.84442 -7.32826
H 1.69273 7.34027 -6.00759
H 0.51817 5.64100 -8.28756
H 0.70350 7.30964 -8.45487
H -2.46175 6.87647 -6.91154
H -1.80566 5.56357 -7.87779
H -1.82804 7.35089 -8.49543
C 1.73914 -7.41968 2.52937
O 2.86197 -6.64518 2.79893
C 2.64319 -5.40485 3.47174
C 1.80817 -4.27960 2.73672
N 2.48997 -3.62742 1.58410
C 2.83307 -4.54400 0.48994
C 3.31789 -3.83580 -0.74905
O 4.67906 -3.41674 -0.60615
C 5.24663 -2.83990 -1.79422
H 2.15716 -8.31402 2.06728
H 1.12700 -6.88655 1.80193
H 1.24440 -7.76671 3.43651
H 3.59276 -4.98862 3.80814
H 2.14123 -5.59349 4.42072
H 1.56977 -3.51756 3.47872
H 0.82303 -4.60923 2.40662
H 3.33340 -3.25338 1.99499
H 1.89572 -5.07404 0.32097
H 3.52224 -5.33651 0.78161
H 2.67542 -3.00764 -1.04817
H 3.40555 -4.62930 -1.49119
H 6.28787 -2.64833 -1.53497
H 4.70220 -1.93287 -2.05691
H 5.26316 -3.57108 -2.60244
```

Summary:
HOMO energy (alpha / beta): -0.0909 / -0.2857 Ha
Max |F|: 3.27 eV/A
<S²>: 0.751
Spin multiplicity: 2
Frontier orbital gap (alpha / beta): 0.1095 / 0.3042 Eh

Löwdin population analysis, charges in e, atoms 1 to 6:
1. N 0.281
2. H 0.035
3. H 0.044
4. H 0.028
5. H 0.081
6. N 0.218


[2]
The following is a DFT calculation (wB97M-V/def2-TZVPD) of a molecular structure, C41H51CaCl2N4O12P2S2.

The geometry in XYZ format:
```
115
C41H51CaCl2N4O12P2S2 wB97M-V/def2-TZVPD
Ca 0.69873 0.70937 -0.73566
C 6.52246 -3.12685 4.40947
C 5.18932 -2.71308 3.84531
C 4.00571 -3.17570 4.41412
C 2.77205 -2.81948 3.88900
C 2.71796 -1.99036 2.77930
C 3.88529 -1.51417 2.20535
C 5.11261 -1.87524 2.73703
S 1.15265 -1.57150 2.04042
O 0.14408 -1.87318 3.04005
O 1.09913 -2.31922 0.80723
N 1.21326 -0.02360 1.66844
C 1.27894 0.92549 2.66594
C 1.53317 0.70258 4.01012
C 1.61082 1.75491 4.93954
C 1.41127 3.05475 4.57665
C 1.09935 3.33853 3.22615
C 0.80608 4.64818 2.77961
C 0.45550 4.86810 1.48289
C 0.40954 3.76704 0.60409
N 0.70269 2.54579 0.97776
C 1.03846 2.29651 2.27485
H 6.54493 -3.01350 5.49468
H 7.32923 -2.52998 3.98561
H 6.73079 -4.17512 4.18417
H 4.05087 -3.82362 5.28318
H 1.84879 -3.17034 4.33155
H 3.83111 -0.85784 1.34789
H 6.02256 -1.50556 2.27743
H 1.66405 -0.30499 4.36846
H 1.83139 1.51113 5.97243
H 1.46658 3.86354 5.29484
H 0.85439 5.46454 3.49240
H 0.21548 5.85718 1.11670
H 0.12774 3.90101 -0.43611
C -6.44296 2.63960 -0.90883
C -5.65461 1.62241 -1.70771
C -6.05966 1.56718 -3.16660
O -4.26380 1.99966 -1.64970
P -3.15827 1.05994 -0.99685
O -1.86639 1.75706 -0.98955
C -3.19742 -0.49421 -1.94373
P -2.09596 -1.64222 -1.09462
O -0.99871 -0.88131 -0.47687
O -1.71647 -2.68981 -2.19930
C -0.62743 -3.66356 -1.92103
C -1.16573 -5.02360 -2.30621
C 0.58495 -3.26129 -2.72040
O -2.89549 -2.41100 0.03052
C -3.88945 -3.42926 -0.21995
C -3.54504 -4.59640 0.68202
C -5.26700 -2.86620 0.07498
O -3.80446 0.55802 0.35617
C -3.61485 0.97791 1.74590
C -4.25831 -0.10089 2.58668
C -2.15813 1.16888 2.09530
H -7.50721 2.40006 -0.93233
H -6.29581 3.63525 -1.32934
H -6.11032 2.65051 0.12907
H -5.77694 0.63725 -1.24573
H -5.90942 2.54333 -3.62930
H -7.11182 1.29223 -3.25888
H -5.45983 0.83757 -3.71139
H -2.78717 -0.29380 -2.93532
H -4.21485 -0.87380 -2.04127
H -0.39479 -3.61062 -0.85322
H -1.39197 -5.04311 -3.37404
H -2.06976 -5.28198 -1.75522
H -0.40921 -5.78151 -2.10000
H 0.34369 -3.24188 -3.78590
H 1.38275 -3.98674 -2.55024
H 0.97714 -2.29421 -2.41293
H -3.82135 -3.73030 -1.26952
H -3.55004 -4.26371 1.72088
H -2.55222 -4.98489 0.45958
H -4.27566 -5.39808 0.56195
H -5.34314 -2.60261 1.12987
H -6.02964 -3.61144 -0.15691
H -5.46854 -1.96986 -0.51112
H -4.16832 1.91625 1.85590
H -3.71878 -1.03810 2.45044
H -5.30718 -0.23829 2.31615
H -4.20183 0.18052 3.63854
H -1.60848 0.23572 1.93613
H -2.08064 1.42971 3.15310
H -1.69972 1.95392 1.50329
C 3.79344 3.75548 0.45908
C 4.16038 2.38053 0.02658
N 3.33588 1.46775 -0.43752
C 4.11098 0.37963 -0.75428
C 5.42235 0.63438 -0.44371
N 5.42964 1.91407 0.04330
C 6.68648 -0.13883 -0.48140
O 6.60536 -1.36766 -0.90734
O 7.71477 0.38688 -0.09278
C 3.48405 -0.83426 -1.36950
O 4.21151 -1.83915 -1.56508
O 2.26983 -0.73406 -1.64801
H 3.14747 4.20641 -0.29400
H 4.68320 4.37379 0.57813
H 3.25590 3.73400 1.40849
H 6.26785 2.38198 0.34500
H 5.62585 -1.59543 -1.18609
Cl -0.21092 0.18269 -3.74371
C 0.15018 1.52489 -4.80940
C -0.16971 1.32704 -6.14094
C 0.07636 2.32800 -7.06498
C 0.64312 3.51399 -6.62206
C 0.95407 3.68109 -5.28637
Cl 1.66006 5.21107 -4.83839
C 0.73246 2.69889 -4.29386
S 1.15743 2.95140 -2.64126
H -0.60587 0.38429 -6.44282
H -0.16497 2.18603 -8.10968
H 0.85215 4.32148 -7.31075
```

Summary:
HOMO energy: -0.1616 Ha
Max |F|: 0.45 eV/A
Charge: -1
Energy relative to the best compared isomer or geometry (same formula, charge and spin): 0.037 eV
Frontier orbital gap: 0.2313 Eh

Löwdin population analysis, charges in e, atoms 1 to 6:
1. Ca 1.166
2. C -0.058
3. C -0.276
4. C -0.048
5. C -0.062
6. C -0.281


[3]
The following is a DFT calculation (wB97M-V/def2-TZVPD) of 9 unconnected molecules or ions with the total composition FH16O8.

The geometry in XYZ format:
```
25
FH16O8 wB97M-V/def2-TZVPD
F 0.19140 -0.35512 0.02036
O 0.14240 -1.25512 -2.27064
H 0.58740 -0.64212 -2.85364
H 0.16940 -0.88212 -1.36464
O -0.36560 -0.34812 2.93936
H 0.41340 -0.88512 3.04236
H -0.66560 -0.36312 2.03536
O -2.65660 -1.26712 0.76236
H -1.74360 -1.36012 0.40336
H -2.93860 -0.46212 0.34236
O 0.44040 -2.93512 0.62636
H 1.28840 -3.31512 0.27836
H 0.37340 -2.01412 0.41236
O -1.59360 1.30088 0.84636
H -0.89960 0.67288 0.54136
H -2.11860 1.35588 0.06936
O 2.50440 -0.12112 0.94636
H 1.57840 -0.26612 0.73336
H 2.64940 0.69388 1.43436
O 1.39340 1.78688 -0.94964
H 1.07040 0.97888 -0.56464
H 1.02840 2.44288 -0.35164
O -0.59960 2.22088 -2.54064
H -0.38560 3.14188 -2.57264
H 0.13640 1.87688 -1.96564
```

Summary:
HOMO energy: -0.2661 Ha
Max |F|: 2.54 eV/A
Charge: -1
Energy relative to the best compared isomer or geometry (same formula, charge and spin): 1.377 eV
Frontier orbital gap: 0.3859 Eh

Löwdin population analysis, charges in e, atoms 1 to 6:
1. F -0.422
2. O -0.087
3. H 0.012
4. H -0.050
5. O -0.049
6. H 0.022


[4]
The following is a DFT calculation (wB97M-V/def2-TZVPD) of a single C4H7NO molecule.

The geometry in XYZ format:
```
13
C4H7NO wB97M-V/def2-TZVPD
C -0.74586 -0.54634 -1.67081
C -0.20691 -1.04012 -0.34719
O -0.23065 -2.18941 0.04458
N 0.40846 -0.05886 0.35575
C 0.33067 1.31458 0.63310
C 0.76037 0.17181 1.68207
H -0.75511 -1.38505 -2.36696
H -1.76476 -0.16457 -1.54514
H -0.12563 0.26795 -2.06543
H -0.55466 1.85733 0.93960
H 0.96576 1.90348 -0.05641
H 0.12305 -0.36446 2.41533
H 1.79526 0.23366 1.98151
```

Summary:
HOMO energy: -0.3523 Ha
Max |F|: 1.28 eV/A
Energy relative to the best compared isomer or geometry (same formula, charge and spin): 2.301 eV
Frontier orbital gap: 0.3861 Eh
Structure (SMILES): CC(=O)N1CC1

Löwdin population analysis, charges in e, atoms 1 to 6:
1. C 0.005
2. C -0.509
3. O 0.066
4. N -0.113
5. C -0.068
6. C -0.048


[5]
The following is a DFT calculation (wB97M-V/def2-TZVPD) of 2 unconnected molecules or ions with the total composition C3H8FN.

The geometry in XYZ format:
```
13
C3H8FN wB97M-V/def2-TZVPD
C -0.37907 0.98834 -0.98353
C 1.49871 -1.01527 0.05549
C -0.51941 -0.08799 0.03275
N -0.77977 0.29612 1.35927
F -1.22182 -1.13951 -0.42676
H 0.30763 1.76673 -0.74347
H -0.08749 0.53939 -1.94171
H -1.29344 1.42903 -1.12848
H 1.77336 -0.84894 1.07005
H 1.84741 -0.15397 -0.53505
H 1.41709 -2.06028 -0.20096
H -0.90810 -0.56025 1.94550
H -1.65511 0.84659 1.49689
```

Summary:
HOMO energy: -0.3036 Ha
Max |F|: 4.97 eV/A
Energy relative to the best compared isomer or geometry (same formula, charge and spin): 2.205 eV
Frontier orbital gap: 0.3411 Eh

Löwdin population analysis, charges in e, atoms 1 to 6:
1. C -0.049
2. C 0.050
3. C -0.516
4. N 0.065
5. F 0.014
6. H 0.079


[6]
The following is a DFT calculation (wB97M-V/def2-TZVPD) of a single C17H18ClFN4O molecule.

The geometry in XYZ format:
```
42
C17H18ClFN4O wB97M-V/def2-TZVPD
O -2.18762 -1.47982 -0.47704
C -2.31589 -0.28682 -0.36355
C -1.19990 0.73472 -0.56105
N 0.05810 0.11385 -0.89910
C 0.64461 -0.61447 0.21243
C 1.88223 -1.37718 -0.26668
N 2.85998 -0.46282 -0.82283
C 3.83347 0.10712 -0.02374
C 4.18191 1.46344 -0.08638
C 5.20671 1.99509 0.67316
C 5.93169 1.20096 1.54215
C 5.62611 -0.14678 1.62271
C 4.61386 -0.66950 0.84842
F 4.40476 -2.01062 0.94409
C 2.25818 0.28748 -1.89972
C 1.01762 1.05953 -1.43827
N -3.49559 0.33180 -0.03909
C -4.73166 -0.24670 0.20330
C -4.98943 -1.61586 0.16186
C -6.27154 -2.07253 0.42433
C -7.26468 -1.15536 0.72157
N -7.03421 0.14825 0.76382
C -5.82451 0.57673 0.51574
Cl -5.60578 2.29632 0.59056
H -1.13349 1.35880 0.35353
H -1.49479 1.38657 -1.39013
H -0.08930 -1.32729 0.58642
H 0.93051 0.07245 1.03331
H 2.29820 -1.94457 0.56052
H 1.58249 -2.07340 -1.05477
H 3.63529 2.12571 -0.73827
H 5.43111 3.04813 0.58859
H 6.72580 1.61614 2.14170
H 6.17688 -0.81220 2.26915
H 2.99107 0.95517 -2.35240
H 1.94034 -0.43876 -2.65489
H 0.56916 1.57129 -2.29369
H 1.30326 1.81806 -0.68572
H -3.50676 1.34380 0.03354
H -4.18835 -2.29667 -0.07470
H -6.48869 -3.12807 0.39633
H -8.28111 -1.45198 0.93476
```

Summary:
HOMO energy: -0.2872 Ha
Max |F|: 0.55 eV/A
Frontier orbital gap: 0.3073 Eh
Structure (SMILES): O=C(CN1CCN(c2ccccc2F)CC1)Nc1cccnc1Cl

Löwdin population analysis, charges in e, atoms 1 to 6:
1. O 0.092
2. C -0.426
3. C -0.117
4. N -0.165
5. C -0.156
6. C -0.126


Which formula does entry 2 have? C41H51CaCl2N4O12P2S2